1.
Density functional theory data (wB97M-V/def2-TZVPD) for an isolated ion of composition C3H10NSi and charge +1 at a distorted geometry.

Results
Structure (SMILES)   C=C[C@@H]([NH3+])[SiH3]
E_tot   -464.20335 hartree
Maximum force   0.075 hartree/bohr
LUMO   -3.77 eV
Energy relative to the best compared isomer or geometry (same formula, charge and spin)   1.229 eV
HOMO level   -13.72 eV
Molecular weight   88.21 g mol⁻¹
Total charge   +1

The geometry in XYZ format:
```
15
C3H10NSi, DFT wB97M-V/def2-TZVPD
C -0.8969 -1.1487 -1.9928
C -0.1065 -0.9170 -0.9443
C -0.4049 0.1253 0.0688
N -0.5617 -0.6050 1.5135
Si 1.2952 1.6386 0.1073
H -0.7153 -1.6365 -2.9494
H -1.8109 -0.6963 -2.0447
H 0.9756 -1.2733 -0.9362
H -1.3243 0.7676 -0.0606
H -1.4078 -1.1809 1.6286
H -0.5879 0.1726 2.3294
H 0.2040 -1.2170 1.7060
H 2.3150 0.7618 0.7110
H 1.5516 1.9137 -1.2937
H 0.6229 2.6911 0.8273
```

2.
Density functional theory data (wB97M-V/def2-TZVPD) for one molecule with the formula C14H19N3O5 at a distorted geometry.

Results
Structure (SMILES)   NC(=O)CC[C@H](NC(=O)[C@@H](N)Cc1ccc(O)cc1)C(=O)O
E_tot   -1085.29601 hartree
Maximum force   0.098 hartree/bohr
LUMO   0.15 eV
Energy relative to the best compared isomer or geometry (same formula, charge and spin)   3.777 eV
HOMO level   -7.88 eV
Molecular weight   309.32 g mol⁻¹
Total charge   0

The geometry in XYZ format:
```
41
C14H19N3O5, DFT wB97M-V/def2-TZVPD
N 6.1200 0.3127 -0.1768
C 4.7515 0.4992 -0.4828
O 4.4225 0.5394 -1.6552
C 3.9119 0.7900 0.7601
C 2.4922 0.5577 0.5204
C 1.4690 0.7871 1.5438
N 0.2558 1.2609 0.9279
C -0.6638 0.5885 0.2425
O -1.4725 1.1632 -0.3642
C -0.6308 -0.8989 0.4141
N -1.4398 -1.3457 1.5516
C -1.1091 -1.6254 -0.8559
C -2.4999 -1.2178 -1.2864
C -2.6177 -0.3625 -2.3162
C -3.9166 0.1888 -2.7674
C -5.0363 -0.3538 -2.2702
O -6.2918 -0.0896 -2.6431
C -4.8672 -1.2256 -1.1152
C -3.7267 -1.7197 -0.6604
C 1.9882 1.8694 2.4564
O 1.7094 3.0346 2.3252
O 2.8444 1.3439 3.3554
H 6.7839 0.3035 -0.9874
H 6.3199 0.1056 0.8262
H 4.0526 1.8006 1.2006
H 4.2807 0.0659 1.4339
H 2.1150 1.2305 -0.3600
H 2.3354 -0.4026 0.0719
H 1.4076 -0.0979 2.2572
H 0.2592 2.2694 1.1003
H 0.3530 -1.2293 0.5443
H -2.2090 -0.7922 1.7304
H -0.8485 -1.4232 2.3884
H -0.9677 -2.7127 -0.6989
H -0.5694 -1.3674 -1.7298
H -1.8446 0.0705 -2.9449
H -3.9348 1.0403 -3.4364
H -6.7454 -1.0677 -2.4392
H -5.8219 -1.5432 -0.6997
H -3.3702 -2.3548 0.1377
H 2.7117 2.0084 4.1017
```

3.
Density functional theory data (wB97M-V/def2-TZVPD) for C56H61CoN12O2P as an isolated structure.

Results
E_tot   -4702.01890 hartree
Maximum force   0.010 hartree/bohr
LUMO (alpha / beta)   -3.69 / -3.69 eV
Spin multiplicity   2
HOMO level (alpha / beta)   -12.30 / -12.30 eV
<S²>   0.76
Molecular weight   1024.09 g mol⁻¹
Total charge   +2

The geometry in XYZ format:
```
133
C56H61CoN12O2P, DFT wB97M-V/def2-TZVPD
Co 0.3816 -0.3783 0.4719
C -4.5285 0.0192 2.7156
N -3.3266 -0.6314 2.2123
C -2.1788 -0.0327 1.8208
N -1.2667 -0.9402 1.4630
C -1.8649 -2.1716 1.6534
C -3.1477 -1.9844 2.1060
C -4.1809 -2.9712 2.4561
C -5.4247 -2.9437 1.8289
C -6.3906 -3.8815 2.1541
C -6.1176 -4.8566 3.1024
C -4.8781 -4.8938 3.7238
C -3.9108 -3.9555 3.4030
C -1.2274 -3.4981 1.5408
C -1.6641 -4.4209 0.5984
C -1.1010 -5.6826 0.5454
C -0.1005 -6.0385 1.4388
C 0.3135 -5.1380 2.4077
C -0.2618 -3.8756 2.4681
P -1.9714 1.7621 1.9576
C -0.3105 1.8460 2.6623
N 0.7770 1.2551 2.1949
C 1.8079 1.6946 2.9795
C 1.3349 2.5613 3.9320
N -0.0173 2.6441 3.7227
C -0.9572 3.4101 4.5260
C 2.0577 3.3208 4.9600
C 1.9881 4.7119 4.9901
C 2.6899 5.4240 5.9479
C 3.4712 4.7507 6.8774
C 3.5502 3.3669 6.8472
C 2.8446 2.6523 5.8923
C 3.2231 1.3777 2.7085
C 3.8454 0.2531 3.2390
C 5.1759 -0.0168 2.9521
C 5.9007 0.8486 2.1455
C 5.2979 1.9930 1.6404
C 3.9658 2.2554 1.9211
C -1.5690 2.1595 0.2319
N -0.5786 1.6279 -0.4695
C -0.6488 2.2110 -1.7119
C -1.7037 3.0901 -1.7528
N -2.2788 3.0468 -0.5082
C -3.3956 3.8616 -0.0551
C -2.1753 3.9484 -2.8486
C -1.2917 4.8336 -3.4600
C -1.7210 5.6326 -4.5078
C -3.0335 5.5544 -4.9492
C -3.9175 4.6698 -4.3478
C -3.4897 3.8671 -3.3029
C 0.2836 1.9469 -2.8244
C 1.6319 2.2836 -2.7201
C 2.4986 2.0733 -3.7815
C 2.0195 1.5488 -4.9737
C 0.6730 1.2400 -5.0984
C -0.1883 1.4322 -4.0289
H -4.2519 0.9235 3.2507
H -5.0326 -0.6664 3.3916
H -5.1999 0.2719 1.8957
H -5.6353 -2.1952 1.0748
H -7.3529 -3.8569 1.6628
H -6.8712 -5.5888 3.3554
H -4.6647 -5.6541 4.4614
H -2.9440 -3.9842 3.8876
H -2.4463 -4.1447 -0.0976
H -1.4406 -6.3935 -0.1955
H 0.3429 -7.0229 1.3903
H 1.0646 -5.4269 3.1304
H 0.0221 -3.1866 3.2557
H -0.5000 3.6070 5.4917
H -1.8673 2.8328 4.6690
H -1.1959 4.3571 4.0438
H 1.3937 5.2391 4.2538
H 2.6348 6.5031 5.9658
H 4.0191 5.3069 7.6250
H 4.1579 2.8430 7.5709
H 2.8980 1.5713 5.8711
H 3.2925 -0.4046 3.9006
H 5.6526 -0.8909 3.3746
H 6.9405 0.6439 1.9320
H 5.8686 2.6842 1.0351
H 3.4965 3.1558 1.5437
H -3.4418 4.7562 -0.6703
H -3.2378 4.1442 0.9828
H -4.3340 3.3157 -0.1443
H -0.2701 4.8991 -3.1086
H -1.0326 6.3225 -4.9747
H -3.3677 6.1824 -5.7630
H -4.9388 4.6033 -4.6952
H -4.1781 3.1665 -2.8455
H 1.9984 2.7431 -1.8100
H 3.5406 2.3485 -3.6887
H 2.6893 1.4079 -5.8105
H 0.2874 0.8663 -6.0373
H -1.2435 1.2095 -4.1370
N -0.8016 -0.9908 -1.6571
C -0.1074 -1.8546 -2.6189
C -1.0706 -2.5480 -3.6154
C -0.7230 -2.4797 -5.1065
C 0.2459 -3.5484 -5.5968
N 1.5386 -3.4304 -4.9471
C 2.6578 -2.9856 -5.4536
N 3.6820 -2.7702 -4.6048
N 2.8344 -2.6988 -6.7552
C 0.7422 -2.8374 -1.7932
O 1.5740 -3.5677 -2.4061
O 0.5488 -2.8269 -0.5765
H -1.4806 -1.5492 -1.1446
H -1.3209 -0.2779 -2.1615
H 0.5811 -1.2117 -3.1824
H -2.0385 -2.0530 -3.4976
H -1.2382 -3.5888 -3.3177
H -0.3384 -1.4869 -5.3549
H -1.6482 -2.6044 -5.6739
H 0.3399 -3.5298 -6.6831
H -0.1481 -4.5378 -5.3520
H 1.5153 -3.5056 -3.8708
H 3.5719 -3.0869 -3.6521
H 4.6150 -2.6408 -4.9539
H 2.1248 -2.9313 -7.4259
H 3.7568 -2.5257 -7.1133
N 1.6831 -1.5863 1.4474
C 2.8898 -1.7928 0.6194
C 3.2360 -0.5081 -0.1091
N 1.9773 0.1974 -0.4690
H 1.9225 -1.2254 2.3643
H 1.2023 -2.4755 1.5523
H 2.6542 -2.5868 -0.0796
H 3.7446 -2.1182 1.2199
H 3.8231 -0.7141 -1.0056
H 3.8238 0.1551 0.5190
H 1.8218 0.1939 -1.4731
H 2.0422 1.1770 -0.2067
```

4.
Density functional theory data (wB97M-V/def2-TZVPD) for one molecule with the formula C6H9N3O3 at a distorted geometry.

Results
Structure (SMILES)   COc1c([N+](=O)[O-])c(C)nn1C
E_tot   -623.84255 hartree
Maximum force   0.091 hartree/bohr
LUMO (alpha / beta)   -0.11 / -0.11 eV
Energy relative to the best compared isomer or geometry (same formula, charge and spin)   5.067 eV
HOMO level (alpha / beta)   -9.36 / -9.36 eV
Molecular weight   171.16 g mol⁻¹
Total charge   0

The geometry in XYZ format:
```
21
C6H9N3O3, DFT wB97M-V/def2-TZVPD
C -0.1974 -2.3628 -1.6981
O -0.6146 -0.9690 -1.5487
C -0.2066 -0.4186 -0.4308
C -0.0786 -0.8921 0.9774
N -0.7857 -1.8772 1.6239
O -1.7434 -2.3787 0.9897
O -0.6379 -2.0488 2.8117
C 0.7504 0.1607 1.5601
C 1.2558 0.3509 2.9390
N 1.0095 1.1224 0.7064
N 0.4980 0.7195 -0.4510
C 0.4271 1.5972 -1.6567
H -0.8688 -2.7548 -2.5010
H -0.4198 -2.8301 -0.6758
H 0.8222 -2.1887 -1.9718
H 2.0204 1.2079 2.8066
H 0.4076 0.6570 3.5835
H 1.6514 -0.5975 3.1797
H 0.9753 1.0216 -2.4465
H -0.5975 1.9396 -2.1164
H 0.8312 2.5149 -1.4832
```

5.
Density functional theory data (wB97M-V/def2-TZVPD) for C29H28ClN4O6SV as an isolated structure at a distorted geometry.

Results
E_tot   -3594.79679 hartree
Maximum force   0.054 hartree/bohr
LUMO (alpha / beta)   -1.08 / -1.08 eV
Energy relative to the best compared isomer or geometry (same formula, charge and spin)   0.924 eV
HOMO level (alpha / beta)   -7.82 / -7.82 eV
Molecular weight   647.03 g mol⁻¹
Total charge   0

The geometry in XYZ format:
```
70
C29H28ClN4O6SV, DFT wB97M-V/def2-TZVPD
V -0.5401 -0.0782 -0.0120
O -1.1438 -1.6191 3.9113
C 0.1147 -2.0168 4.1826
C 0.2902 -2.7797 5.3400
C 1.5430 -3.2397 5.6890
C 2.6549 -2.9496 4.8924
C 2.4850 -2.1932 3.7510
C 1.2246 -1.7176 3.3761
C 1.0837 -0.9312 2.1387
O -0.1179 -0.4681 1.8212
N 2.1261 -0.6688 1.4047
N 1.6810 0.1137 0.3571
C 2.5087 0.8235 -0.2948
C 2.0255 1.8864 -1.1780
C 2.9161 2.6298 -1.9592
C 2.4842 3.7113 -2.7004
C 1.1389 4.0878 -2.6458
C 0.2495 3.3826 -1.8569
C 0.6858 2.2776 -1.1353
O -0.2081 1.5924 -0.3894
H -1.1354 -1.1285 3.0717
H -0.5843 -2.9888 5.9467
H 1.6631 -3.8257 6.5967
H 3.6399 -3.3039 5.1727
H 3.3274 -1.9506 3.1141
H 3.5749 0.7097 -0.1211
H 3.9632 2.3386 -1.9707
H 3.1849 4.2757 -3.3046
H 0.7906 4.9432 -3.2146
H -0.7954 3.6619 -1.7834
N -0.8609 -0.1244 -2.0708
C -0.6674 -0.0333 -3.2014
N -0.4154 0.0715 -4.4873
C 0.5820 1.0511 -4.9703
C -0.0958 2.0347 -5.9102
C -1.0655 1.3144 -6.8853
C -0.8778 -0.2079 -6.8690
C -1.1314 -0.7711 -5.4775
H 1.3799 0.5090 -5.4729
H 1.0178 1.5558 -4.1127
H 0.6801 2.5776 -6.4531
H -0.6436 2.7671 -5.3157
H -0.9246 1.6868 -7.8988
H -2.0993 1.5337 -6.6060
H 0.1304 -0.4670 -7.2013
H -1.5744 -0.6840 -7.5583
H -0.7952 -1.8029 -5.4026
H -2.1945 -0.7460 -5.2487
S -2.5332 0.0064 0.4950
C 0.4460 -4.3348 1.7822
C -1.0229 -4.2101 1.4497
C -1.9156 -4.0783 2.5123
C -3.2803 -4.0028 2.3169
Cl -4.3471 -3.8661 3.6955
C -3.8038 -4.0480 1.0390
C -2.9313 -4.1612 -0.0290
C -1.5600 -4.2491 0.1593
O -0.8594 -4.4589 -1.0118
C 0.4681 -3.9841 -1.1745
C 0.5732 -2.4883 -1.0558
O 1.4322 -1.8945 -1.6697
O -0.3495 -1.9368 -0.2716
H 0.5862 -4.2622 2.8605
H 1.0450 -3.5451 1.3324
H 0.8496 -5.2983 1.4584
H -1.5247 -4.0471 3.5237
H -4.8752 -3.9944 0.8779
H -3.3047 -4.1879 -1.0485
H 0.7689 -4.2507 -2.1774
H 1.1622 -4.4374 -0.4835
```

6.
Density functional theory data (wB97M-V/def2-TZVPD) for one molecule with the formula C3H8OS2 at a distorted geometry.

Results
Structure (SMILES)   CC[S@@](C)(=O)=S
E_tot   -990.62020 hartree
Maximum force   0.085 hartree/bohr
LUMO   0.53 eV
Energy relative to the best compared isomer or geometry (same formula, charge and spin)   2.460 eV
HOMO level   -8.94 eV
Molecular weight   124.23 g mol⁻¹
Total charge   0

The geometry in XYZ format:
```
14
C3H8OS2, DFT wB97M-V/def2-TZVPD
C 0.5393 1.4152 0.7760
C -0.2786 0.8813 -0.3457
S -1.5026 -0.3074 0.3910
C -1.0123 -1.9183 -0.4726
O -1.3298 -0.4657 1.8185
S -3.2557 0.5119 -0.2747
H 0.6210 0.8744 1.6774
H 1.4285 1.8866 0.3023
H 0.1545 2.4173 1.0905
H 0.3441 0.5564 -1.1556
H -1.1426 1.5483 -0.6081
H -1.3470 -1.4512 -1.4866
H 0.0921 -2.2176 -0.4406
H -1.5561 -2.8291 -0.1957
```

7.
Density functional theory data (wB97M-V/def2-TZVPD) for one molecule with the formula C3HNO4 at a distorted geometry.

Results
Structure (SMILES)   O=c1cnoc(=O)o1
E_tot   -470.53253 hartree
Maximum force   0.103 hartree/bohr
LUMO   -1.53 eV
Energy relative to the best compared isomer or geometry (same formula, charge and spin)   3.715 eV
HOMO level   -11.57 eV
Molecular weight   115.04 g mol⁻¹
Total charge   0

The geometry in XYZ format:
```
9
C3HNO4, DFT wB97M-V/def2-TZVPD
O -2.1740 -1.0726 -0.0479
C -1.0757 -0.5066 0.0040
C -0.7074 1.0006 -0.0098
N 0.4894 1.5725 -0.1028
O 1.5442 0.6879 0.1013
C 1.2553 -0.6961 0.0307
O 2.0670 -1.5492 -0.1218
O 0.0575 -1.3476 0.1082
H -1.4563 1.9110 0.0381
```

8.
Density functional theory data (wB97M-V/def2-TZVPD) for C4H5IrO5 as an isolated structure at a distorted geometry.

Results
E_tot   -634.95157 hartree
Maximum force   0.143 hartree/bohr
LUMO (alpha / beta)   -9.89 / -10.99 eV
Energy relative to the best compared isomer or geometry (same formula, charge and spin)   0.537 eV
Spin multiplicity   5
HOMO level (alpha / beta)   -18.07 / -19.39 eV
<S²>   6.01
Molecular weight   325.30 g mol⁻¹
Total charge   +2

The geometry in XYZ format:
```
15
C4H5IrO5, DFT wB97M-V/def2-TZVPD
O -0.6397 -1.6415 -0.7746
C -1.8262 -1.2076 -1.0595
C -0.0109 -0.0224 0.3871
O -2.7186 -2.0630 -1.2482
O -2.0887 0.0397 -0.8101
C -0.9251 0.8364 -0.4871
Ir -1.2814 -3.3548 -1.3709
H 0.9458 -0.2361 -0.1025
H -0.5370 -0.4679 1.2388
H -0.4271 1.1196 -1.4202
H -1.2998 1.7179 0.0391
O 2.0279 2.6979 2.2486
C 1.8577 1.7150 1.3397
O 0.6855 1.2331 1.4959
H 2.9224 3.0427 2.1516
```

Please write out number 1 again, unchanged.
Density functional theory data (wB97M-V/def2-TZVPD) for an isolated ion of composition C3H10NSi and charge +1 at a distorted geometry.

Results
Structure (SMILES)   C=C[C@@H]([NH3+])[SiH3]
E_tot   -464.20335 hartree
Maximum force   0.075 hartree/bohr
LUMO   -3.77 eV
Energy relative to the best compared isomer or geometry (same formula, charge and spin)   1.229 eV
HOMO level   -13.72 eV
Molecular weight   88.21 g mol⁻¹
Total charge   +1

The geometry in XYZ format:
```
15
C3H10NSi, DFT wB97M-V/def2-TZVPD
C -0.8969 -1.1487 -1.9928
C -0.1065 -0.9170 -0.9443
C -0.4049 0.1253 0.0688
N -0.5617 -0.6050 1.5135
Si 1.2952 1.6386 0.1073
H -0.7153 -1.6365 -2.9494
H -1.8109 -0.6963 -2.0447
H 0.9756 -1.2733 -0.9362
H -1.3243 0.7676 -0.0606
H -1.4078 -1.1809 1.6286
H -0.5879 0.1726 2.3294
H 0.2040 -1.2170 1.7060
H 2.3150 0.7618 0.7110
H 1.5516 1.9137 -1.2937
H 0.6229 2.6911 0.8273
```

What did the sixth record say?
Density functional theory data (wB97M-V/def2-TZVPD) for one molecule with the formula C3H8OS2 at a distorted geometry.

Results
Structure (SMILES)   CC[S@@](C)(=O)=S
E_tot   -990.62020 hartree
Maximum force   0.085 hartree/bohr
LUMO   0.53 eV
Energy relative to the best compared isomer or geometry (same formula, charge and spin)   2.460 eV
HOMO level   -8.94 eV
Molecular weight   124.23 g mol⁻¹
Total charge   0

The geometry in XYZ format:
```
14
C3H8OS2, DFT wB97M-V/def2-TZVPD
C 0.5393 1.4152 0.7760
C -0.2786 0.8813 -0.3457
S -1.5026 -0.3074 0.3910
C -1.0123 -1.9183 -0.4726
O -1.3298 -0.4657 1.8185
S -3.2557 0.5119 -0.2747
H 0.6210 0.8744 1.6774
H 1.4285 1.8866 0.3023
H 0.1545 2.4173 1.0905
H 0.3441 0.5564 -1.1556
H -1.1426 1.5483 -0.6081
H -1.3470 -1.4512 -1.4866
H 0.0921 -2.2176 -0.4406
H -1.5561 -2.8291 -0.1957
```

Copy entry 2 word for word.
Density functional theory data (wB97M-V/def2-TZVPD) for one molecule with the formula C14H19N3O5 at a distorted geometry.

Results
Structure (SMILES)   NC(=O)CC[C@H](NC(=O)[C@@H](N)Cc1ccc(O)cc1)C(=O)O
E_tot   -1085.29601 hartree
Maximum force   0.098 hartree/bohr
LUMO   0.15 eV
Energy relative to the best compared isomer or geometry (same formula, charge and spin)   3.777 eV
HOMO level   -7.88 eV
Molecular weight   309.32 g mol⁻¹
Total charge   0

The geometry in XYZ format:
```
41
C14H19N3O5, DFT wB97M-V/def2-TZVPD
N 6.1200 0.3127 -0.1768
C 4.7515 0.4992 -0.4828
O 4.4225 0.5394 -1.6552
C 3.9119 0.7900 0.7601
C 2.4922 0.5577 0.5204
C 1.4690 0.7871 1.5438
N 0.2558 1.2609 0.9279
C -0.6638 0.5885 0.2425
O -1.4725 1.1632 -0.3642
C -0.6308 -0.8989 0.4141
N -1.4398 -1.3457 1.5516
C -1.1091 -1.6254 -0.8559
C -2.4999 -1.2178 -1.2864
C -2.6177 -0.3625 -2.3162
C -3.9166 0.1888 -2.7674
C -5.0363 -0.3538 -2.2702
O -6.2918 -0.0896 -2.6431
C -4.8672 -1.2256 -1.1152
C -3.7267 -1.7197 -0.6604
C 1.9882 1.8694 2.4564
O 1.7094 3.0346 2.3252
O 2.8444 1.3439 3.3554
H 6.7839 0.3035 -0.9874
H 6.3199 0.1056 0.8262
H 4.0526 1.8006 1.2006
H 4.2807 0.0659 1.4339
H 2.1150 1.2305 -0.3600
H 2.3354 -0.4026 0.0719
H 1.4076 -0.0979 2.2572
H 0.2592 2.2694 1.1003
H 0.3530 -1.2293 0.5443
H -2.2090 -0.7922 1.7304
H -0.8485 -1.4232 2.3884
H -0.9677 -2.7127 -0.6989
H -0.5694 -1.3674 -1.7298
H -1.8446 0.0705 -2.9449
H -3.9348 1.0403 -3.4364
H -6.7454 -1.0677 -2.4392
H -5.8219 -1.5432 -0.6997
H -3.3702 -2.3548 0.1377
H 2.7117 2.0084 4.1017
```